A 10-piece molecular cluster, C27H48Cl18N2O2S2 overall in a non-equilibrium geometry. Source: OMol25; level of theory: wB97M-V/def2-TZVPD.

Element x y z (Å)
1 O 2.921 -2.869 -0.013
2 C 2.213 -1.898 0.138
3 O 2.488 -0.669 -0.318
4 C 3.162 -0.649 -1.598
5 C 2.864 0.633 -2.349
6 C 3.648 1.852 -1.857
7 C 3.466 2.165 -0.365
8 S 1.996 3.200 -0.048
9 C 0.751 2.029 0.493
10 S 0.766 1.420 1.991
11 N -0.209 1.668 -0.452
12 C -1.230 0.770 -0.210
13 C -1.889 0.683 -1.374
14 N -1.333 1.519 -2.330
15 C -0.342 2.089 -1.748
16 H 1.283 -1.965 0.720
17 H 4.230 -0.876 -1.522
18 H 2.747 -1.474 -2.186
19 H 3.172 0.452 -3.384
20 H 1.782 0.773 -2.379
21 H 4.703 1.774 -2.134
22 H 3.262 2.716 -2.409
23 H 4.307 2.798 -0.071
24 H 3.501 1.296 0.289
25 H -1.469 0.250 0.695
26 H -2.740 0.038 -1.543
27 H 0.332 2.800 -2.197
28 Cl -1.097 -2.279 1.537
29 C -1.306 -4.005 1.928
30 C -0.281 -4.842 1.209
31 Cl -0.560 -4.869 -0.552
32 H -2.321 -4.298 1.669
33 H -1.185 -4.107 3.005
34 H -0.317 -5.874 1.551
35 H 0.727 -4.470 1.384
36 Cl 3.677 5.665 -1.980
37 C 3.369 7.402 -1.767
38 C 2.721 7.669 -0.432
39 Cl 1.079 6.980 -0.358
40 H 2.743 7.731 -2.594
41 H 4.323 7.923 -1.830
42 H 2.638 8.742 -0.266
43 H 3.297 7.240 0.385
44 Cl 5.780 -5.929 2.370
45 C 5.429 -5.856 0.623
46 C 3.950 -5.826 0.341
47 Cl 3.153 -7.375 0.740
48 H 5.910 -6.707 0.148
49 H 5.891 -4.945 0.244
50 H 3.780 -5.651 -0.720
51 H 3.452 -5.038 0.899
52 Cl -5.356 0.070 -0.984
53 C -5.474 0.521 -2.705
54 C -6.903 0.709 -3.143
55 Cl -7.807 -0.827 -3.168
56 H -4.973 -0.247 -3.289
57 H -4.923 1.454 -2.826
58 H -6.926 1.107 -4.156
59 H -7.432 1.400 -2.490
60 Cl 0.194 -7.378 3.219
61 C 1.013 -8.896 3.676
62 C 0.736 -9.284 5.106
63 Cl 1.499 -8.168 6.265
64 H 2.077 -8.767 3.493
65 H 0.641 -9.669 3.005
66 H 1.146 -10.274 5.301
67 H -0.331 -9.307 5.313
68 Cl -2.081 7.406 -5.283
69 C -2.214 6.504 -3.747
70 C -0.964 6.601 -2.916
71 Cl 0.403 5.720 -3.640
72 H -2.459 5.471 -3.984
73 H -3.046 6.934 -3.195
74 H -1.143 6.148 -1.942
75 H -0.661 7.633 -2.764
76 Cl 5.341 0.606 2.678
77 C 5.335 -0.999 1.899
78 C 6.720 -1.576 1.765
79 Cl 7.710 -0.675 0.587
80 H 4.850 -0.900 0.930
81 H 4.724 -1.650 2.522
82 H 6.655 -2.602 1.406
83 H 7.246 -1.578 2.717
84 Cl -4.932 5.684 -2.045
85 C -5.034 4.772 -0.515
86 C -3.760 4.867 0.286
87 Cl -2.410 4.005 -0.501
88 H -5.278 3.740 -0.755
89 H -5.862 5.196 0.053
90 H -3.905 4.407 1.262
91 H -3.459 5.902 0.434
92 Cl -7.806 0.345 1.700
93 C -7.049 -1.255 1.902
94 C -7.488 -1.936 3.173
95 Cl -6.859 -1.121 4.628
96 H -5.970 -1.122 1.873
97 H -7.344 -1.854 1.041
98 H -7.106 -2.956 3.192
99 H -8.572 -1.974 3.250

frontier orbital gap	7.9	eV
HOMO energy	-0.3113	Eh
total energy	-10397.44251	a.u.
E_LUMO	-0.0214	Ha
charge	0
SMILES	O=COCCCCSC(=S)n1ccnc1.ClCCCl.ClCCCl.ClCCCl.ClCCCl.ClCCCl.ClCCCl.ClCCCl.ClCCCl.ClCCCl

***

C27H48ClFeN6O3P2 as an isolated structure in a non-equilibrium geometry. Source: OMol25; level of theory: wB97M-V/def2-TZVPD.

Element x y z (Å)
1 Fe 0.514 -0.504 0.475
2 C 2.078 1.082 3.337
3 P 1.424 -0.532 2.731
4 C 0.544 -1.215 4.129
5 C 2.998 -1.500 2.660
6 C 4.059 -1.063 1.612
7 P 3.229 -0.942 -0.047
8 C 3.496 -2.580 -0.831
9 C 4.355 0.139 -0.942
10 H 2.646 0.938 4.249
11 H 1.411 1.849 3.585
12 H 2.792 1.327 2.564
13 H 1.036 -1.264 5.078
14 H 0.084 -2.153 3.877
15 H -0.281 -0.544 4.303
16 H 2.734 -2.544 2.424
17 H 3.439 -1.375 3.646
18 H 4.976 -1.696 1.538
19 H 4.433 -0.049 1.868
20 H 4.512 -2.682 -1.091
21 H 2.857 -2.662 -1.721
22 H 3.294 -3.509 -0.317
23 H 5.422 -0.137 -0.795
24 H 4.125 1.171 -0.587
25 H 4.169 0.126 -1.999
26 C 1.030 2.374 -0.246
27 N 1.393 2.097 -1.597
28 C 1.594 3.232 -2.461
29 C 1.428 2.614 -3.850
30 N 0.928 1.248 -3.540
31 C 1.388 0.282 -4.533
32 C 0.927 0.994 -2.227
33 N 0.572 -0.092 -1.568
34 C -0.100 -1.180 -2.247
35 C -1.267 -1.604 -1.317
36 N -0.758 -2.243 -0.096
37 C -1.485 -3.031 0.620
38 N -1.059 -3.894 1.581
39 C 0.318 -4.490 1.388
40 C -2.102 -4.894 1.855
41 C -3.383 -4.136 1.411
42 N -2.859 -3.215 0.450
43 C -3.865 -2.178 0.248
44 H 1.556 1.665 0.439
45 H -0.006 2.229 -0.069
46 H 1.330 3.384 0.002
47 H 2.606 3.671 -2.422
48 H 0.847 4.042 -2.294
49 H 2.390 2.551 -4.342
50 H 0.740 3.106 -4.524
51 H 2.527 0.266 -4.465
52 H 1.104 0.623 -5.559
53 H 0.916 -0.705 -4.512
54 H 0.502 -2.073 -2.393
55 H -0.494 -1.036 -3.230
56 H -1.907 -2.270 -1.885
57 H -1.789 -0.664 -1.071
58 H 0.500 -5.184 2.237
59 H 1.016 -3.574 1.399
60 H 0.323 -4.950 0.434
61 H -2.188 -5.333 2.884
62 H -1.945 -5.746 1.167
63 H -3.727 -3.548 2.282
64 H -4.157 -4.783 0.946
65 H -4.680 -2.548 -0.311
66 H -3.449 -1.307 -0.211
67 H -4.241 -1.817 1.201
68 C -2.615 4.645 1.195
69 C -2.533 3.972 -0.143
70 C -1.946 4.519 -1.273
71 C -1.878 3.829 -2.484
72 Cl -1.504 4.671 -3.958
73 C -2.436 2.541 -2.552
74 C -3.082 1.981 -1.431
75 C -3.031 2.651 -0.244
76 O -3.601 2.008 0.801
77 C -2.874 1.768 1.979
78 C -1.530 1.160 1.826
79 O -0.621 1.569 2.575
80 O -1.342 0.226 0.986
81 H -2.453 5.685 0.980
82 H -1.830 4.318 1.843
83 H -3.573 4.468 1.625
84 H -1.682 5.596 -1.212
85 H -2.515 1.959 -3.436
86 H -3.552 1.038 -1.492
87 H -3.468 1.093 2.554
88 H -2.751 2.736 2.543

frontier orbital gap (spin up / spin down)	8.6 / 8.9	eV
HOMO energy (spin up / spin down)	-0.3746 / -0.3910	Eh
total energy	-4018.32240	a.u.
E_LUMO (spin up / spin down)	-0.0598 / -0.0650	Ha
spin multiplicity	5
charge	+1

***

C27H48ClMnOP as an isolated structure in a non-equilibrium geometry. Source: OMol25; level of theory: wB97M-V/def2-TZVPD.

Element x y z (Å)
1 Mn -0.266 -0.078 0.657
2 P 1.675 0.215 -1.458
3 Cl -0.421 -2.187 -0.145
4 C -0.409 -0.625 2.390
5 H -0.430 -1.707 2.584
6 H -0.030 -0.004 3.215
7 C 1.152 -0.363 -3.177
8 C 3.244 -0.690 -0.969
9 C 0.986 -1.884 -3.234
10 H 0.146 0.090 -3.255
11 C 0.298 -2.323 -4.535
12 H 1.971 -2.371 -3.156
13 H 0.395 -2.227 -2.372
14 C 0.994 -1.769 -5.784
15 H 0.272 -3.419 -4.575
16 H -0.745 -1.976 -4.513
17 C 1.293 -0.268 -5.688
18 H 1.935 -2.314 -5.942
19 H 0.369 -1.958 -6.663
20 C 1.982 0.121 -4.373
21 H 1.922 0.046 -6.530
22 H 0.349 0.291 -5.760
23 H 2.983 -0.335 -4.333
24 H 2.124 1.208 -4.350
25 C 2.199 2.012 -1.659
26 C 4.227 -1.021 -2.101
27 H 3.725 0.034 -0.284
28 C 5.550 -1.509 -1.495
29 H 3.801 -1.806 -2.743
30 H 4.421 -0.152 -2.744
31 C 5.364 -2.711 -0.558
32 H 6.244 -1.766 -2.305
33 H 5.999 -0.680 -0.931
34 C 4.231 -2.523 0.459
35 H 5.156 -3.605 -1.161
36 H 6.301 -2.902 -0.025
37 C 2.948 -1.969 -0.176
38 H 4.006 -3.477 0.951
39 H 4.559 -1.827 1.244
40 H 2.506 -2.721 -0.848
41 H 2.190 -1.801 0.602
42 C 1.112 2.807 -2.396
43 H 2.207 2.367 -0.615
44 C 1.423 4.309 -2.352
45 H 1.040 2.472 -3.441
46 H 0.132 2.622 -1.934
47 C 2.844 4.643 -2.827
48 H 0.689 4.845 -2.966
49 H 1.291 4.652 -1.316
50 C 3.926 3.764 -2.188
51 H 2.893 4.537 -3.919
52 H 3.060 5.695 -2.606
53 C 3.594 2.268 -2.238
54 H 4.890 3.934 -2.683
55 H 4.049 4.053 -1.134
56 H 3.643 1.911 -3.278
57 H 4.357 1.712 -1.672
58 C -1.520 0.605 -0.424
59 C -1.763 -0.051 1.680
60 H -1.023 0.590 -1.440
61 C -2.336 1.121 2.451
62 H -2.497 -0.831 1.428
63 C -3.565 1.760 1.795
64 H -2.597 0.761 3.464
65 H -1.552 1.886 2.585
66 C -3.252 2.262 0.391
67 H -4.382 1.026 1.757
68 H -3.909 2.586 2.423
69 C -2.910 1.072 -0.543
70 H -4.111 2.815 -0.012
71 H -2.404 2.959 0.421
72 H -3.619 0.240 -0.365
73 H -3.082 1.396 -1.584
74 C 2.040 1.278 1.981
75 C 0.782 1.504 1.217
76 O 0.332 2.622 0.939
77 H 2.869 1.867 1.552
78 H 2.329 0.217 1.996
79 H 1.891 1.601 3.028

frontier orbital gap (spin up / spin down)	6.8 / 6.1	eV
HOMO energy (spin up / spin down)	-0.2703 / -0.2888	Eh
total energy	-3085.18182	a.u.
E_LUMO (spin up / spin down)	-0.0200 / -0.0643	Ha
spin multiplicity	4
charge	0

***

C27H48ClO2PV as an isolated structure in a non-equilibrium geometry. Source: OMol25; level of theory: wB97M-V/def2-TZVPD.

Element x y z (Å)
1 V -0.281 0.043 -0.080
2 P 1.054 -0.091 -2.042
3 Cl -1.739 -1.567 -0.800
4 C 1.513 -0.732 0.766
5 H 2.561 -0.536 1.098
6 H 1.324 -1.812 1.012
7 C -0.360 0.216 -3.224
8 C 1.621 -1.857 -2.227
9 C 0.027 0.495 -4.683
10 H -0.927 -0.730 -3.188
11 C -1.233 0.509 -5.553
12 H 0.533 1.468 -4.760
13 H 0.722 -0.263 -5.071
14 C -2.297 1.487 -5.036
15 H -0.958 0.763 -6.583
16 H -1.657 -0.506 -5.573
17 C -2.571 1.355 -3.533
18 H -1.969 2.515 -5.254
19 H -3.227 1.334 -5.592
20 C -1.284 1.315 -2.683
21 H -3.210 2.178 -3.199
22 H -3.126 0.423 -3.346
23 H -0.778 2.292 -2.747
24 H -1.562 1.144 -1.620
25 C 2.512 0.983 -2.556
26 C 3.041 -2.060 -1.679
27 H 0.923 -2.402 -1.567
28 C 3.411 -3.547 -1.675
29 H 3.771 -1.509 -2.288
30 H 3.103 -1.653 -0.664
31 C 3.234 -4.205 -3.049
32 H 4.449 -3.661 -1.338
33 H 2.775 -4.064 -0.945
34 C 1.874 -3.902 -3.693
35 H 4.039 -3.875 -3.720
36 H 3.343 -5.291 -2.946
37 C 1.476 -2.422 -3.645
38 H 1.873 -4.237 -4.738
39 H 1.100 -4.480 -3.172
40 H 2.109 -1.851 -4.342
41 H 0.440 -2.318 -3.997
42 C 2.156 2.474 -2.636
43 H 3.213 0.840 -1.713
44 C 3.411 3.335 -2.818
45 H 1.463 2.648 -3.473
46 H 1.643 2.806 -1.729
47 C 4.254 2.908 -4.024
48 H 3.112 4.385 -2.923
49 H 4.021 3.263 -1.906
50 C 4.502 1.395 -4.069
51 H 3.748 3.221 -4.948
52 H 5.214 3.434 -4.000
53 C 3.229 0.564 -3.846
54 H 4.946 1.117 -5.032
55 H 5.232 1.129 -3.291
56 H 2.554 0.704 -4.702
57 H 3.499 -0.499 -3.833
58 C 0.346 1.977 0.305
59 C 1.620 1.275 0.804
60 H 0.397 2.522 -0.659
61 C 2.111 1.609 2.219
62 H 2.465 1.332 0.103
63 C 0.959 1.887 3.183
64 H 2.738 0.804 2.649
65 H 2.750 2.514 2.148
66 C 0.034 3.001 2.685
67 H 0.386 0.957 3.364
68 H 1.389 2.207 4.147
69 C -0.522 2.797 1.253
70 H -0.797 3.125 3.396
71 H 0.602 3.946 2.700
72 H -1.548 2.407 1.325
73 H -0.627 3.813 0.829
74 C -3.287 0.309 3.136
75 O -2.295 0.675 2.170
76 C -1.261 -0.183 1.916
77 O -0.992 -1.069 2.719
78 H -2.867 0.354 4.143
79 H -3.687 -0.691 2.917
80 H -4.069 1.063 3.023

frontier orbital gap (spin up / spin down)	6.8 / 6.9	eV
HOMO energy (spin up / spin down)	-0.2612 / -0.2605	Eh
total energy	-2953.47119	a.u.
E_LUMO (spin up / spin down)	-0.0126 / -0.0069	Ha
energy relative to the best compared isomer or geometry (same formula, charge and spin)	1.621	eV
spin multiplicity	2
charge	0

***

C27H48MoN12O as an isolated structure in a non-equilibrium geometry. Source: OMol25; level of theory: wB97M-V/def2-TZVPD.

Element x y z (Å)
1 Mo -0.864 -1.325 -1.054
2 C -2.014 -1.397 -4.508
3 C -0.612 -1.092 -4.109
4 N -0.011 -1.953 -3.041
5 C 0.033 -3.427 -3.283
6 C -1.192 -4.054 -2.715
7 N -1.540 -3.551 -1.346
8 C -2.879 -4.178 -0.955
9 C -3.421 -3.815 0.434
10 C -2.537 -2.930 1.261
11 N -2.292 -1.590 0.615
12 C -3.586 -0.906 0.309
13 C -3.953 -1.012 -1.158
14 N -2.757 -0.868 -2.108
15 C -3.114 -1.479 -3.448
16 H -2.064 -2.341 -5.059
17 H -2.261 -0.633 -5.247
18 H -0.549 -0.058 -3.752
19 H 0.045 -1.169 -4.989
20 H 0.944 -1.625 -3.001
21 H 0.969 -3.794 -2.826
22 H 0.119 -3.635 -4.339
23 H -1.019 -5.123 -2.667
24 H -2.047 -3.939 -3.375
25 H -0.870 -3.965 -0.717
26 H -2.721 -5.255 -1.076
27 H -3.581 -3.891 -1.719
28 H -3.572 -4.736 1.007
29 H -4.430 -3.420 0.361
30 H -1.543 -3.337 1.414
31 H -2.941 -2.717 2.261
32 H -1.874 -1.043 1.366
33 H -3.576 0.112 0.670
34 H -4.372 -1.374 0.876
35 H -4.695 -0.249 -1.416
36 H -4.436 -1.960 -1.383
37 H -2.634 0.135 -2.277
38 H -4.043 -1.031 -3.786
39 H -3.352 -2.523 -3.235
40 C 3.349 0.733 -2.464
41 N 2.199 1.608 -2.226
42 C 2.402 3.073 -2.281
43 C 1.033 1.113 -1.793
44 N 0.863 -0.143 -1.419
45 N -0.037 1.990 -1.693
46 C -0.953 1.857 -0.662
47 N -1.481 2.959 -0.112
48 N -1.293 0.641 -0.293
49 H 4.030 1.289 -3.102
50 H 3.033 -0.166 -3.005
51 H 3.823 0.453 -1.528
52 H 3.441 3.248 -2.533
53 H 2.235 3.519 -1.293
54 H 1.821 3.564 -3.061
55 H 1.725 -0.607 -1.175
56 H 0.107 2.938 -2.028
57 H -1.200 3.917 -0.338
58 H -2.178 2.854 0.621
59 H -1.936 0.697 0.453
60 C 2.048 7.374 5.053
61 C 2.184 5.938 4.731
62 C 2.037 4.966 5.739
63 C 2.202 3.615 5.504
64 C 2.446 3.158 4.216
65 N 2.654 1.764 4.012
66 C 2.154 1.046 2.979
67 O 1.469 1.431 2.036
68 N 2.499 -0.361 3.083
69 C 2.086 -1.327 2.210
70 C 2.763 -2.526 2.039
71 C 2.365 -3.468 1.101
72 C 1.259 -3.168 0.305
73 N 0.564 -2.027 0.474
74 C 0.925 -1.136 1.416
75 C 2.553 4.081 3.170
76 C 2.455 5.428 3.427
77 H 1.032 7.595 5.388
78 H 2.279 7.976 4.191
79 H 2.747 7.664 5.844
80 H 1.790 5.280 6.744
81 H 2.163 2.920 6.361
82 H 3.110 1.336 4.793
83 H 3.281 -0.591 3.668
84 H 3.634 -2.754 2.653
85 H 2.914 -4.400 1.014
86 H 0.966 -3.823 -0.514
87 H 0.317 -0.254 1.520
88 H 2.763 3.731 2.167
89 H 2.600 6.143 2.621

frontier orbital gap (spin up / spin down)	7.9 / 3.6	eV
HOMO energy (spin up / spin down)	-0.6373 / -0.6227	Eh
total energy	-1856.88361	a.u.
E_LUMO (spin up / spin down)	-0.3479 / -0.4917	Ha
energy relative to the best compared isomer or geometry (same formula, charge and spin)	0.000	eV
spin multiplicity	3
charge	+4